# 1
DFT (ωB97M-V/def2-TZVPD) results for a molecular structure, C28H24ClN5O4PPtS in a non-equilibrium geometry.

Results
Energy above the lowest of the compared OMol25 structures with the same formula, charge and spin ... 12.6 kcal/mol
Molar mass ... 788.103 g mol⁻¹

ORCA input file:
```
! RIJCOSX wB97M-V def2-TZVPD def2/J DEFGRID3
* xyz 3 1
C -2.220 0.137 -4.893
H 4.539 -2.468 -1.667
H -1.264 -1.566 -5.785
C 3.574 2.627 -3.972
H 2.204 5.340 3.643
S 1.457 -1.793 1.015
H 0.694 4.421 -4.164
H 0.940 3.241 4.008
C 2.610 3.495 -4.474
H 4.117 1.283 -2.401
C 1.429 3.731 -3.773
N -1.040 -4.679 1.927
H 0.028 -2.133 -3.731
P 1.929 1.494 -0.475
H -3.629 -4.867 1.911
Cl 0.405 1.064 2.286
C 2.181 2.205 -2.066
C 0.152 -2.867 1.363
H -3.776 -3.636 0.649
H -3.094 1.732 -3.818
C 4.258 0.554 0.740
C -1.861 1.386 -1.479
C 4.451 -1.629 -0.990
C 1.382 2.521 2.036
H 2.624 -0.931 -1.860
C -1.357 -0.969 -4.887
C -3.358 -3.851 1.635
H 6.106 -0.141 1.571
C -0.766 -0.503 -2.604
H -2.613 2.177 -1.535
Pt 0.198 -0.015 0.144
C -1.880 -3.748 1.628
H 3.331 5.759 1.479
H 3.195 4.095 -0.334
C 2.708 3.906 0.614
N -1.161 -2.597 1.275
H 4.205 1.416 1.393
N 0.205 -4.121 1.762
H 2.782 3.996 -5.418
C 3.378 -0.764 -1.099
N -1.606 -1.330 0.898
C -0.638 -1.281 -3.755
C 2.159 4.601 2.853
O -2.741 -0.226 -7.094
O -3.675 1.448 -6.086
C -2.403 0.897 -3.788
C 3.287 0.341 -0.240
H 1.025 -4.682 1.951
C -1.667 0.589 -2.611
H -2.000 -0.853 1.708
H -3.800 -3.166 2.361
C 5.417 -1.416 -0.008
C 2.013 2.711 0.818
C 5.327 -0.326 0.843
H 0.289 3.268 -2.026
C 1.207 3.086 -2.575
C 1.443 3.424 3.067
H -2.334 -1.415 0.191
H 4.502 2.478 -4.508
N -2.947 0.483 -6.138
O -1.267 1.287 -0.366
O -0.011 -0.874 -1.568
C 2.785 4.839 1.637
H 6.247 -2.104 0.088
C 3.364 1.956 -2.780
*
```

Here are the Löwdin charges for atoms 1 to 8, given in e: -0.100, 0.128, 0.147, -0.017, 0.139, 0.792, 0.127, 0.133


# 2
DFT (ωB97M-V/def2-TZVPD) results for a molecular structure, C28H24CoN4O4 in a non-equilibrium geometry.

Results
Molar mass ... 539.457 g mol⁻¹
Energy ... -2984.2224 Ha

ORCA input file:
```
! RIJCOSX wB97M-V def2-TZVPD def2/J DEFGRID3
* xyz 0 4
O 1.886 -3.066 3.402
C 3.203 -2.437 0.031
C 1.894 4.267 -2.736
C -2.380 4.822 0.821
H 1.710 0.924 0.688
C -1.269 2.816 0.028
H -4.442 2.157 1.014
H -0.140 4.326 -2.061
H 1.925 -0.109 -0.722
H -2.281 -4.441 2.173
H -0.331 4.740 0.212
C -5.847 -3.369 0.139
C 2.169 2.012 -1.114
H 4.420 0.640 -2.081
Co -1.443 -1.841 -0.489
H 1.788 5.142 -3.370
C 0.947 2.701 -1.174
H -6.412 -2.406 -1.702
H -2.333 5.883 1.045
O -3.303 -0.047 0.874
C -2.294 -3.673 1.404
O 0.503 -2.110 -0.424
H 5.269 -2.213 -0.488
C -4.296 -2.374 -1.353
H 4.391 -2.809 3.685
C -5.607 -2.692 -1.038
H 3.937 3.922 -3.295
H 3.330 0.608 0.060
C 4.552 -2.368 0.309
N -1.273 -3.017 1.088
H 5.233 2.109 -2.638
H 0.995 -3.256 3.037
H 5.056 1.791 -0.911
N -3.271 -2.710 -0.575
H -4.052 -1.821 -2.251
C 4.559 1.706 -1.882
H 6.033 -2.423 1.871
C -3.560 4.116 1.038
H -6.861 -3.620 0.428
N -0.136 2.159 -0.439
C 3.100 3.583 -2.694
H -4.929 -4.225 1.899
C -2.538 0.604 0.166
C 0.840 -2.650 0.691
C -1.251 4.186 0.340
C -3.564 2.755 0.802
C 3.243 2.451 -1.897
C -2.444 2.093 0.302
H 2.837 -2.313 -0.980
C 2.709 -2.817 2.371
H -4.445 4.618 1.408
C 4.977 -2.492 1.634
C 4.071 -2.708 2.653
N -0.017 -3.232 1.557
H -0.263 1.167 -0.551
C 2.267 -2.652 1.046
C 2.294 0.796 -0.224
C -3.503 -3.364 0.578
C -4.779 -3.712 0.957
O -1.688 0.047 -0.667
C 0.815 3.823 -1.991
*
```

Here are the natural (NBO) charges for atoms 1 to 8, given in e: -0.689, -0.128, -0.203, -0.173, 0.229, 0.301, 0.226, 0.218


# 3
DFT (ωB97M-V/def2-TZVPD) results for 3 unconnected molecules or ions with the total composition C28H24F5NO3S2 in a non-equilibrium geometry.

Results
SMILES ... CS(=O)(=O)c1cccc2c1Sc1cccc(C[C@H](O)C(F)(F)F)c1N2.Fc1ccccc1.Fc1ccccc1
Molar mass ... 581.628 g mol⁻¹
Energy ... -2657.4673 Ha

ORCA input file:
```
! RIJCOSX wB97M-V def2-TZVPD def2/J DEFGRID3
* xyz 0 1
H -6.633 -2.034 2.257
O 1.341 -1.475 -2.383
C 0.231 -0.554 -0.043
C -7.426 -0.545 -0.667
C 4.546 0.777 -2.727
C 3.341 3.029 1.978
C 6.905 2.079 -3.332
H 3.623 0.265 -2.489
C 1.591 -3.143 -0.320
H 7.065 3.037 2.927
F -8.489 0.278 -1.040
C -6.154 -1.303 1.546
H 1.945 -3.840 -1.123
N -3.663 -0.219 0.125
H 3.832 1.518 -4.613
H 5.955 2.705 -5.142
H 2.232 -3.256 0.593
C -5.246 -2.104 0.561
F -6.359 -0.087 -1.405
C 6.803 1.376 -2.145
C -2.253 -0.057 0.398
C -1.187 -0.732 -0.366
F -7.809 -1.805 -1.036
C 4.664 1.482 -3.919
F 8.055 2.714 -3.626
C 3.796 3.926 2.927
C -3.283 -2.511 -0.977
C 6.015 3.034 2.659
H -5.475 -0.670 2.194
H -5.171 -5.452 -0.746
C 4.198 2.134 1.363
C -7.238 -0.355 0.872
H -4.198 0.183 0.897
H 3.812 1.438 0.626
C 5.614 0.726 -1.839
S -1.772 -1.799 -1.733
C -4.882 -4.390 -0.572
H 0.540 -3.414 -0.036
H 5.519 0.177 -0.909
C 0.581 0.348 1.043
H 3.102 4.618 3.388
C 5.141 3.925 3.273
C 5.545 2.141 1.703
H -3.031 -4.514 -1.898
C -1.863 0.847 1.485
H -6.554 -3.947 0.776
S 1.552 -1.410 -0.937
H 5.508 4.618 4.021
O -8.512 -0.676 1.465
C -4.048 -1.594 -0.103
H 6.227 1.451 1.222
C 5.848 2.143 -4.222
C -3.665 -3.885 -1.236
H 1.645 0.519 1.334
H -2.688 1.364 2.043
H -7.023 0.720 1.144
C -5.645 -3.504 0.291
O 2.854 -0.828 -0.556
H -0.200 1.787 2.617
C -0.444 1.069 1.802
H -8.401 -0.698 2.433
H 7.649 1.341 -1.469
F 2.036 3.026 1.644
*
```

Here are the natural (NBO) charges for atoms 1 to 8, given in e: 0.245, -0.917, -0.349, 0.967, -0.228, 0.392, 0.393, 0.241


# 4
DFT (ωB97M-V/def2-TZVPD) results for a molecular structure, C28H24F6NO4P2PdS2 in a non-equilibrium geometry.

Results
Energy above the lowest of the compared OMol25 structures with the same formula, charge and spin ... 37.1 kcal/mol
Molar mass ... 784.993 g mol⁻¹

ORCA input file:
```
! RIJCOSX wB97M-V def2-TZVPD def2/J DEFGRID3
* xyz 1 1
H -5.334 2.307 -0.062
C 0.051 3.196 -1.817
S -1.764 -2.722 -1.609
C 3.013 0.111 0.492
C 0.955 -2.479 3.209
H -1.745 0.150 -2.698
C -0.884 4.017 -2.441
C 1.738 -3.861 -3.323
Pd 0.293 -0.497 -0.966
C -2.546 0.615 -2.112
H -1.938 3.780 -2.381
C -0.124 2.314 0.879
F 3.016 -3.940 -2.967
C -2.217 1.494 -1.074
C -3.871 0.362 -2.413
C -1.118 -1.305 3.603
O -1.517 -1.765 -0.533
H 2.320 -0.020 3.806
H 0.919 2.643 0.925
C 4.370 0.375 0.564
H -2.252 -1.966 5.283
C 2.258 -0.023 1.659
H -1.452 0.989 1.913
C -0.437 -3.084 5.068
H -0.755 3.184 1.083
C 4.250 0.325 2.963
C -0.452 5.139 -3.129
H -5.909 0.791 -1.914
F 1.675 -3.643 -4.628
F -2.967 -4.730 -0.370
C -0.383 1.216 1.900
H 2.130 2.826 -1.436
H 6.048 0.678 1.863
C 1.832 4.614 -2.593
N -0.613 -2.740 -2.672
H -0.063 1.533 2.898
C 4.989 0.479 1.801
H 1.403 -4.059 4.568
H -0.619 -3.699 5.934
H 4.734 0.387 3.925
C -4.874 0.976 -1.674
P -0.434 1.733 -0.851
P 0.477 -0.382 1.491
C 0.708 -3.278 4.307
H -1.850 -0.564 3.320
O -3.032 -2.642 -2.230
F 1.145 -5.016 -3.049
O 1.223 -2.716 -0.951
F -1.209 -5.330 -1.462
H -4.123 -0.317 -3.212
C -3.226 2.095 -0.327
H -2.986 2.779 0.473
H 1.226 6.309 -3.758
C -4.551 1.833 -0.634
O 1.395 -1.256 -2.885
C -1.734 -4.378 -0.705
H -1.179 5.777 -3.611
F -1.014 -4.275 0.410
C 0.064 -1.456 2.880
S 0.894 -2.501 -2.341
H 2.522 -0.007 -0.489
C 0.899 5.440 -3.206
C 1.412 3.491 -1.903
H 2.886 4.842 -2.665
C -1.350 -2.104 4.707
C 2.888 0.087 2.896
H 4.951 0.491 -0.340
H 1.843 -2.625 2.612
*
```

Here are the natural (NBO) charges for atoms 1 to 8, given in e: 0.227, -0.316, 2.248, -0.193, -0.188, 0.216, -0.142, 0.767